DFT (wB97M-V/def2-TZVPD) results for a gas-phase ion, C3H9ClOPS (charge +1) in a non-equilibrium geometry.

Last column: Mulliken charge in e.
Cartesian coordinates (Å):
C -0.0818 -2.1035 0.8787  -0.584
C 0.1622 1.8496 0.7932  -1.131
C 0.4212 0.5063 -1.6255  -1.008
O 0.8788 -0.9595 0.8092  -0.278
P 1.0158 0.4270 0.0692  0.953
S 2.9985 0.8759 0.4702  -0.022
Cl 3.9925 -0.7580 -0.1576  -0.081
H -1.0596 -1.8997 0.4052  0.316
H -0.4359 -2.2611 1.9493  0.272
H 0.4321 -3.0025 0.3628  0.281
H -0.0139 2.5316 0.0710  0.422
H 0.8389 2.3326 1.5941  0.413
H -0.7418 1.4720 1.2770  0.327
H 0.5496 -0.4329 -2.1560  0.351
H 0.8676 1.3020 -2.2756  0.389
H -0.6951 0.7096 -1.7323  0.380

Output
- Total charge: +1
- Multiplicity: 1
- E_HOMO: -14.0 eV
- E: -1394.420290 Ha
- Relative energy (zero: lowest compared OMol25 entry of this formula, charge and spin): 0.000 eV